[1]
{
  "formula": "C25H24N2O3S2",
  "method": "wB97M-V/def2-TZVPD",
  "symbols": ["C", "C", "O", "C", "C", "C", "C", "C", "C", "H", "H", "N", "C", "O", "C", "C", "C", "N", "C", "S", "S", "C", "C", "C", "C", "C", "C", "C", "C", "C", "C", "H", "H", "H", "H", "H", "H", "C", "H", "H", "H", "H", "C", "O", "H", "H", "H", "H", "H", "H", "H", "H", "H", "H", "H", "H"],
  "coordinates": [[3.56, -1.02, -1.77], [2.68, 0.14, -2.16], [2.52, 0.45, -3.32], [2.01, 0.87, -1.07], [2.14, 0.56, 0.28], [1.46, 1.26, 1.25], [0.61, 2.31, 0.88], [0.49, 2.65, -0.46], [1.17, 1.94, -1.42], [1.08, 2.19, -2.47], [-0.16, 3.47, -0.75], [-0.13, 3.04, 1.81], [-0.43, 2.70, 3.10], [0.06, 1.75, 3.68], [-1.43, 3.64, 3.75], [-2.80, 3.64, 3.06], [-3.53, 2.31, 3.18], [-2.75, 1.19, 2.67], [-2.34, 0.17, 3.47], [-2.67, -0.01, 5.05], [-1.40, -0.99, 2.54], [-1.62, -0.08, 1.06], [-1.21, -0.36, -0.19], [-0.46, -1.48, -0.68], [-0.29, -1.60, -2.02], [0.35, -2.67, -2.75], [0.23, -4.01, -2.38], [0.85, -5.01, -3.12], [1.59, -4.68, -4.24], [1.69, -3.36, -4.64], [1.06, -2.37, -3.92], [1.14, -1.34, -4.23], [2.25, -3.10, -5.53], [2.07, -5.46, -4.81], [0.74, -6.04, -2.82], [-0.38, -4.29, -1.53], [-0.64, -0.78, -2.64], [0.13, -2.43, 0.32], [0.89, -3.05, -0.14], [0.58, -1.87, 1.14], [-0.64, -3.08, 0.75], [-1.52, 0.36, -0.94], [-2.40, 1.13, 1.34], [-2.70, 1.98, 0.53], [-3.75, 2.08, 4.23], [-4.46, 2.35, 2.62], [-2.70, 3.89, 2.00], [-3.43, 4.41, 3.52], [-1.01, 4.65, 3.74], [-1.54, 3.32, 4.79], [-0.65, 3.81, 1.41], [1.56, 1.00, 2.29], [2.79, -0.25, 0.59], [2.98, -1.77, -1.24], [4.37, -0.68, -1.13], [3.98, -1.48, -2.67]],
  "lowdin_charge": [-0.004, -0.413, 0.064, -0.170, -0.019, 0.000, -0.220, -0.009, -0.007, 0.121, 0.119, 0.147, -0.469, 0.059, -0.084, -0.159, -0.145, -0.096, -1.091, 0.693, 1.051, -0.394, -0.038, -0.260, 0.008, -0.219, -0.041, -0.079, -0.085, -0.074, -0.038, 0.103, 0.106, 0.101, 0.103, 0.111, 0.129, -0.072, 0.074, 0.050, 0.082, 0.130, -0.458, 0.093, 0.073, 0.138, 0.097, 0.119, 0.124, 0.126, 0.143, 0.108, 0.113, 0.078, 0.090, 0.087],
  "lumo_energy_ev": -0.887,
  "gap_ev": 6.993,
  "smiles": "CC(=O)c1ccc(NC(=O)CCCN2C(=O)/C(=C/C(C)=C/c3ccccc3)SC2=S)cc1",
  "largest_force_ev_per_a": 1.278,
  "energy_ha": -2098.72422
}

***

[2]
{
  "formula": "C32H40N4O9P2SSc",
  "method": "wB97M-V/def2-TZVPD",
  "symbols": ["Sc", "C", "C", "C", "C", "C", "C", "C", "C", "C", "C", "H", "H", "H", "H", "H", "H", "H", "H", "H", "H", "H", "H", "H", "H", "H", "N", "C", "C", "P", "O", "O", "O", "P", "O", "O", "O", "H", "H", "H", "H", "H", "H", "H", "H", "O", "C", "O", "C", "C", "C", "C", "C", "C", "S", "H", "H", "H", "H", "C", "C", "C", "C", "C", "N", "C", "O", "N", "C", "C", "C", "C", "N", "C", "C", "C", "H", "H", "H", "H", "H", "H", "H", "H", "H", "H", "H", "H", "H"],
  "coordinates": [[-0.45, -0.11, 0.30], [-0.06, 1.50, 2.12], [-0.32, 0.63, 3.22], [-1.70, 0.45, 3.34], [-2.33, 1.19, 2.32], [-1.35, 1.85, 1.56], [-1.60, 3.06, 0.70], [-3.81, 1.31, 2.10], [-2.39, -0.38, 4.37], [0.74, 0.06, 4.12], [1.09, 2.47, 2.13], [-0.79, 3.21, -0.02], [-1.67, 3.95, 1.33], [-2.52, 2.97, 0.13], [-4.08, 1.11, 1.06], [-4.17, 2.31, 2.34], [-4.36, 0.60, 2.73], [-3.05, -1.14, 3.93], [-3.02, 0.23, 5.02], [-1.67, -0.90, 5.00], [1.72, 0.14, 3.65], [0.56, -1.00, 4.32], [0.77, 0.59, 5.08], [2.03, 1.99, 2.42], [0.89, 3.26, 2.86], [1.24, 2.94, 1.16], [-0.01, -3.86, -0.91], [-0.67, -3.70, 0.40], [-1.15, -5.03, 0.98], [0.49, -2.87, 1.56], [1.83, -3.76, 1.30], [0.04, -3.03, 2.96], [0.80, -1.46, 1.05], [-2.11, -2.54, 0.17], [-2.10, -1.69, 1.55], [-3.36, -3.29, -0.07], [-1.65, -1.44, -0.78], [0.69, -4.58, -0.85], [0.85, -2.23, -1.53], [-0.69, -4.13, -1.62], [-0.31, -5.73, 1.04], [-1.93, -5.44, 0.35], [-1.55, -4.90, 1.98], [2.28, -3.85, 2.15], [-2.09, -2.22, 2.36], [-1.67, 2.04, -2.96], [-1.03, 1.08, -2.55], [-0.68, 0.90, -1.33], [-0.58, 0.04, -3.57], [-1.25, 0.08, -4.80], [-0.92, -0.77, -5.83], [0.10, -1.69, -5.66], [0.78, -1.74, -4.46], [0.45, -0.89, -3.40], [1.45, -1.06, -1.92], [-2.04, 0.81, -4.91], [-1.46, -0.72, -6.77], [0.38, -2.37, -6.47], [1.58, -2.46, -4.31], [6.20, -2.14, -4.19], [5.58, -0.84, -4.63], [6.31, 0.12, -5.31], [5.73, 1.32, -5.69], [4.39, 1.58, -5.41], [3.87, 2.83, -5.80], [2.68, 3.45, -5.49], [2.14, 4.20, -6.29], [2.12, 3.22, -4.26], [2.64, 2.75, -3.05], [3.97, 2.49, -2.78], [4.31, 1.94, -1.56], [3.32, 1.66, -0.64], [2.04, 1.99, -0.85], [1.72, 2.54, -2.01], [3.64, 0.61, -4.77], [4.24, -0.57, -4.37], [7.27, -2.16, -4.41], [5.74, -2.99, -4.70], [6.07, -2.29, -3.12], [7.36, -0.06, -5.54], [6.33, 2.07, -6.20], [4.25, 3.22, -6.65], [1.16, 3.55, -4.22], [4.74, 2.72, -3.51], [5.34, 1.71, -1.33], [3.53, 1.17, 0.31], [0.68, 2.83, -2.14], [2.59, 0.77, -4.56], [3.64, -1.30, -3.83]],
  "lowdin_charge": [1.003, -0.338, -0.251, -0.243, -0.246, -0.334, -0.044, -0.033, -0.042, -0.047, -0.058, 0.059, 0.083, 0.078, 0.082, 0.077, 0.068, 0.067, 0.076, 0.072, 0.068, 0.054, 0.079, 0.062, 0.084, 0.041, 0.000, -0.585, -0.095, 0.375, -0.143, -0.287, -0.379, 0.353, -0.177, -0.278, -0.325, 0.084, -0.107, 0.095, 0.077, 0.073, 0.076, 0.074, 0.075, 0.056, -0.580, -0.175, -0.118, -0.017, -0.079, -0.087, -0.131, -0.472, 0.865, 0.116, 0.099, 0.099, 0.092, -0.053, -0.277, -0.051, -0.034, -0.280, 0.139, -0.524, 0.055, 0.158, -0.215, -0.025, -0.045, -0.153, 0.065, -0.076, -0.024, -0.030, 0.069, 0.079, 0.081, 0.106, 0.111, 0.146, 0.157, 0.111, 0.105, 0.111, 0.113, 0.114, 0.077],
  "lumo_energy_ev": 2.235,
  "gap_ev": 6.643,
  "total_charge": -1,
  "largest_force_ev_per_a": 1.234,
  "energy_ha": -3981.75557,
  "relative_energy_kcal_mol": 51.19
}